Molecular formula: C62H75BCl5N3O3P2SrTe
Method: DFT, ωB97M-V/def2-TZVPD

Structure (XYZ):
```
153
Properties=species:S:1:pos:R:3:forces:R:3
Sr 1.90721 -0.30142 -0.80961 0.6363 0.9169 1.2241
C -2.59526 -2.79302 -3.39007 0.0388 -0.0073 -0.0468
C -1.38090 -1.88721 -3.59631 0.0668 -0.0379 0.0590
C -1.11626 -1.69702 -5.09072 -0.0104 -0.0314 0.0272
C -0.15654 -2.60004 -2.98861 0.0044 0.0952 0.0043
P -1.56305 -0.32616 -2.54775 0.0975 0.1578 -0.1148
C -0.32391 0.76498 -3.41820 0.0522 -0.0613 0.0892
N 0.04470 1.90519 -2.59875 0.0805 0.0026 -0.0572
B 0.48753 1.85490 -1.18403 -1.1577 1.1472 -0.3176
N 0.56528 3.30179 -0.90260 -0.0164 -0.1392 -0.1137
C 0.76676 3.82968 0.42283 0.1232 0.0965 0.0290
P -0.67640 3.50311 1.57038 -0.0133 -0.1485 -0.0462
C 0.29148 3.35195 3.18654 0.0200 -0.1035 -0.0273
C 0.78811 1.89629 3.13977 -0.0344 0.0590 -0.0927
C -0.62625 3.48193 4.40276 0.0013 -0.0164 0.0032
C 1.49905 4.27559 3.36609 -0.0080 0.0030 0.0174
C -1.67943 5.10337 1.57403 0.0321 0.0362 0.0880
C -2.14775 5.30320 0.12906 0.0455 0.0023 -0.0573
C -2.94522 4.87527 2.41200 0.0464 0.0158 -0.0618
C -0.97133 6.37045 2.04573 -0.0174 0.0132 -0.0289
C 0.40032 4.06361 -2.03758 0.0040 0.0337 0.1312
C 0.57738 5.41425 -2.28385 -0.0646 0.1034 0.0735
C 0.34811 5.90803 -3.57077 -0.0120 -0.0083 -0.0151
C -0.03972 5.05955 -4.59631 -0.0060 -0.0101 0.0269
C -0.18466 3.68782 -4.36685 0.0045 0.0523 -0.0720
C 0.05339 3.19122 -3.09712 0.0274 -0.1697 -0.0022
C -3.19161 0.54962 -2.95475 -0.0923 -0.1081 0.1134
C -4.31980 -0.13365 -2.16793 0.0360 0.0037 -0.0656
C -3.05384 1.97039 -2.38488 0.0544 0.0123 -0.0119
C -3.58788 0.64635 -4.42462 -0.0119 0.0525 0.0135
H -2.36604 -3.79563 -3.76524 -0.0088 -0.0260 -0.0092
H -3.47572 -2.43330 -3.92224 -0.0601 0.0522 -0.0290
H -2.84531 -2.88243 -2.33072 -0.0050 0.0020 0.0523
H -0.98774 -2.67818 -5.56136 -0.0012 -0.0313 -0.0128
H -0.19835 -1.13594 -5.26016 0.0439 0.0237 -0.0055
H -1.92977 -1.18896 -5.60389 -0.0922 0.0575 -0.0235
H -0.01968 -3.56789 -3.48317 -0.0077 -0.0427 -0.0268
H -0.29244 -2.78393 -1.92006 -0.0141 -0.0080 0.0606
H 0.76356 -2.02427 -3.13251 -0.0105 0.0231 -0.0162
H -0.70304 1.09927 -4.38647 -0.0531 -0.0137 0.0130
H 0.56519 0.14726 -3.60283 -0.0208 0.0299 -0.0276
H 1.05239 4.88575 0.39888 0.0028 -0.0172 -0.0082
H 1.59994 3.27650 0.86327 0.0039 0.1013 -0.0146
H 1.37455 1.68759 2.24181 -0.0334 0.0105 0.0485
H 1.41866 1.68228 4.00759 0.0299 0.0077 0.0361
H -0.05428 1.20414 3.14005 -0.0196 0.0307 0.0948
H -1.54821 2.91071 4.27296 -0.0111 -0.0018 -0.0472
H -0.88829 4.51793 4.61787 -0.0269 0.0885 -0.0120
H -0.10663 3.08575 5.28101 0.0335 0.0047 0.0430
H 2.25008 4.13540 2.58904 0.0074 -0.0067 0.0008
H 1.98663 4.04632 4.31933 0.0183 -0.0149 0.0421
H 1.21756 5.32757 3.38285 -0.0183 0.0705 -0.0076
H -2.52600 4.37664 -0.30778 -0.0321 -0.0592 0.0119
H -1.35213 5.66395 -0.51660 0.1269 0.0022 -0.0819
H -2.95563 6.04210 0.10985 -0.0057 0.0343 -0.0098
H -3.47522 3.98288 2.07547 -0.0077 -0.0036 -0.0147
H -3.61454 5.73418 2.29474 -0.0202 0.0294 -0.0095
H -2.73820 4.75919 3.47147 0.0429 -0.0204 0.1149
H -0.04107 6.54021 1.50172 0.0382 -0.0089 -0.0205
H -0.74010 6.33854 3.11016 0.0057 -0.0309 0.0567
H -1.61542 7.24031 1.87292 -0.0203 0.0329 0.0028
H 0.90302 6.08316 -1.49582 -0.0241 0.0111 0.0202
H 0.48644 6.96422 -3.76738 0.0029 0.0227 -0.0042
H -0.21327 5.45576 -5.58936 0.0058 0.0068 -0.0226
H -0.44959 3.02618 -5.18229 -0.0015 -0.0025 -0.0210
H -4.62174 -1.08258 -2.60655 0.0112 -0.0986 -0.0340
H -5.19895 0.51782 -2.14389 -0.0342 0.0029 -0.0266
H -4.01514 -0.32289 -1.13858 0.0063 0.0407 0.0284
H -2.64481 1.96920 -1.37090 0.0027 -0.0250 0.0281
H -4.04537 2.43521 -2.35678 -0.0157 0.0171 -0.0086
H -2.40610 2.59816 -2.99479 0.0155 0.0069 -0.0137
H -3.84486 -0.32581 -4.84441 0.0021 -0.0741 -0.0158
H -2.79400 1.08492 -5.02991 0.0365 0.0244 -0.0253
H -4.46815 1.29194 -4.52456 -0.0170 0.0053 -0.0047
C 0.90923 -7.73428 0.76186 0.0135 -0.0069 -0.0093
C 1.15395 -6.25112 0.67417 0.0655 0.0939 -0.0267
C 2.42421 -5.72608 0.44770 -0.0766 -0.0485 -0.0121
C 2.65002 -4.36565 0.35510 0.2233 -0.2876 0.0439
C 4.06221 -3.94141 0.08427 0.0145 0.2833 0.0161
O 4.88109 -3.82581 0.97129 -0.0266 -0.1105 -0.0829
C 4.45997 -3.77395 -1.35411 0.0238 -0.0805 0.1086
C 5.81243 -3.82666 -1.68604 0.0118 0.0805 -0.0441
C 6.20440 -3.75207 -3.01048 -0.0472 0.0117 -0.0114
C 5.24493 -3.60653 -4.01017 0.0169 -0.0148 0.0214
C 3.90205 -3.52709 -3.67966 0.0410 0.0063 0.0268
C 3.50926 -3.62216 -2.35262 -0.0542 0.0061 -0.0307
C 1.60262 -3.42274 0.47503 -0.5366 0.2431 -0.0020
O 1.77061 -2.16823 0.30966 0.8627 -1.9020 0.4948
C 0.31296 -3.95678 0.78020 -0.3649 -0.0913 0.1803
C 0.12655 -5.33715 0.84663 -0.0417 -0.0404 0.0468
C -0.81263 -3.04226 1.13751 0.0639 -0.3387 0.0302
N -0.73098 -1.80399 0.90061 -0.2432 0.4416 -0.0627
C -1.55323 -0.69378 1.34688 0.0680 0.0050 -0.1114
C -3.03684 -0.82370 1.70088 0.0049 -0.1766 -0.0688
Te -3.76444 0.84688 2.83695 0.0163 0.1121 -0.0859
C -3.72578 -0.16057 4.69079 -0.0481 -0.0282 -0.0343
C -2.81070 0.20692 5.67230 -0.0221 -0.0731 0.0181
C -2.78261 -0.45851 6.89119 0.0113 0.0123 -0.0168
C -3.66953 -1.49427 7.13932 0.0297 -0.0119 0.0424
C -4.58507 -1.86386 6.16520 -0.0245 -0.0526 -0.0344
C -4.61569 -1.19976 4.94789 0.0277 -0.0325 0.0554
C -1.95347 -3.73277 1.84247 -0.0404 0.0779 -0.1037
C -1.83507 -4.10937 3.17443 -0.0458 0.0703 0.0318
C -2.86925 -4.78116 3.80794 -0.0286 0.0238 0.0376
C -4.02781 -5.09809 3.11097 -0.0029 0.0205 -0.0046
C -4.14611 -4.73689 1.77546 -0.0048 -0.0042 0.0106
C -3.11086 -4.06236 1.14514 0.0047 0.0429 0.0135
H 1.79670 -8.29162 0.45898 0.0200 -0.0121 -0.0064
H 0.08729 -8.04550 0.11321 -0.0172 -0.0047 -0.0138
H 0.65578 -8.04864 1.77780 -0.0056 -0.0012 0.0287
H 3.26689 -6.40244 0.32842 0.0100 -0.0098 -0.0093
H 6.53522 -3.92323 -0.88705 0.0132 -0.0116 0.0209
H 7.25549 -3.79448 -3.26801 0.0127 -0.0047 -0.0133
H 5.55111 -3.53615 -5.04695 0.0077 0.0180 -0.0121
H 3.15530 -3.36303 -4.44288 -0.0325 0.0232 -0.0477
H 2.46040 -3.55507 -2.09225 0.0175 -0.0050 0.0021
H -0.86650 -5.72006 1.05778 -0.0029 -0.0140 -0.0091
H -1.45791 0.04564 0.54744 -0.0279 0.1564 0.0370
H -1.01398 -0.25092 2.18852 -0.0026 -0.1374 0.0328
H -3.28974 -1.67548 2.32165 0.0334 -0.0838 0.0977
H -3.65685 -0.86820 0.80693 0.0047 -0.0997 0.0167
H -2.10467 1.00139 5.48130 0.0754 0.0664 -0.0446
H -2.05133 -0.17485 7.63669 0.0073 0.0128 0.0330
H -3.64077 -2.01908 8.08591 -0.0050 -0.0063 0.0164
H -5.27709 -2.67565 6.34927 -0.0179 -0.0344 0.0087
H -5.32979 -1.49666 4.19067 -0.0234 0.0066 -0.0231
H -0.92723 -3.86869 3.71226 0.0473 -0.0062 0.0159
H -2.76908 -5.05835 4.84943 -0.0092 -0.0042 0.0347
H -4.83378 -5.62538 3.60583 -0.0151 -0.0076 0.0105
H -5.04482 -4.98317 1.22374 -0.0144 -0.0061 -0.0128
H -3.19469 -3.77812 0.10313 -0.0066 0.0034 -0.0266
Cl 3.06929 -0.75726 2.78484 0.0830 0.0828 0.0918
C 3.85781 0.78284 2.47132 0.0062 -0.0385 -0.0481
C 3.80426 1.27983 1.17827 -0.1924 -0.2655 -0.1317
C 4.42249 2.49806 1.01136 -0.0223 0.1447 -0.2169
Cl 4.36653 3.24582 -0.59929 0.0014 -0.0656 0.1370
C 5.06309 3.20738 2.02544 0.0209 0.0754 -0.0194
Cl 5.82460 4.74324 1.73433 -0.0133 -0.0129 0.0094
C 5.07472 2.67059 3.30883 0.0216 0.0232 0.0210
Cl 5.83759 3.52714 4.61013 -0.0195 -0.0147 -0.0220
C 4.45827 1.44225 3.53935 -0.0490 -0.0251 0.0642
Cl 4.42556 0.79444 5.15375 0.0089 0.0089 -0.0554
C 3.62133 0.16699 -4.93139 -0.0239 -0.0150 -0.0221
C 3.44490 0.31371 -3.41901 -0.1233 -0.0742 -0.0189
C 4.79476 0.13730 -2.71424 0.0188 0.0347 -0.0259
O 2.48916 -0.57285 -2.93498 0.5693 -0.0505 -1.2179
H 4.32873 0.89905 -5.33103 0.0340 0.0311 -0.0236
H 2.65931 0.30584 -5.42938 -0.0238 -0.0003 -0.0058
H 3.98596 -0.83722 -5.16351 0.0077 -0.0477 0.0043
H 3.13962 1.36740 -3.24977 -0.0755 0.0308 0.0464
H 5.18360 -0.86367 -2.90161 0.0286 -0.1450 -0.0242
H 4.70877 0.26949 -1.63209 -0.0466 0.0293 0.0312
H 5.52557 0.87331 -3.06249 0.0269 0.0095 -0.0165
```
Positions in Å, forces in eV/Å.

Summary:
HOMO energy   -1.46 eV
Net charge   -2
DFT total energy   -6104.91878 hartree
LUMO energy   3.34 eV
ΔE to the lowest compared entry with this formula, charge and spin   0.0 kcal/mol

Here are the Mulliken charges for atoms 1 to 5, given in e:
1. Sr 1.49
2. C -1.95
3. C 2.85
4. C -2.00
5. C -2.15